The following is a DFT calculation (ωB97M-V/def2-TZVPD) of C3H4O3 in the gas phase in a non-equilibrium geometry.

```
10
Properties=species:S:1:pos:R:3:forces:R:3:lowdin_charge:R:1
O -1.24277 1.30690 0.10208 0.127 0.190 0.143 0.019
C -0.56338 0.26140 -0.47837 -0.070 -0.138 -0.246 -0.257
C -0.19781 -0.97074 0.34265 -0.065 0.327 0.912 -0.129
O 0.79657 -1.38987 -0.46460 0.402 0.806 -0.208 0.030
C 0.95773 0.17511 -0.27668 0.400 -0.341 -0.768 -0.235
O 0.90601 0.12774 1.08693 -0.736 -0.843 0.098 -0.020
H -0.77861 1.48994 0.93638 -0.109 0.006 -0.090 0.107
H -0.95302 0.05780 -1.47453 -0.008 -0.085 0.111 0.162
H -0.75246 -1.65131 0.99516 0.180 0.178 -0.036 0.163
H 1.80056 0.63354 -0.80033 -0.122 -0.100 0.085 0.161
```
Forces are in eV/Å.

## Properties
**Gap between HOMO and LUMO**: 11.33 eV
**Net charge**: 0
**Lowest unoccupied orbital energy**: 0.033 hartree
**Highest occupied orbital energy**: -10.4 eV
**Multiplicity**: 1

The following is a DFT calculation (ωB97M-V/def2-TZVPD) of an isolated ion of composition C4H6N and charge +1 in a non-equilibrium geometry.

```
11
Properties=species:S:1:pos:R:3:forces:R:3:lowdin_charge:R:1
C 0.09139 0.40420 -0.52472 0.897 -1.444 -1.093 -0.087
C -0.06302 -0.34482 0.67442 0.367 3.309 -2.141 -0.226
C -0.34331 0.92954 -1.70372 2.299 -1.541 3.588 0.206
C 1.31271 -0.15022 0.29324 0.097 -0.456 0.436 0.057
N -1.00766 -0.82459 1.31829 -2.808 -3.149 2.872 0.280
H 0.40599 1.11733 -2.41457 0.517 0.419 -1.138 0.082
H -1.33114 1.19973 -1.78711 -2.102 0.579 -0.574 0.062
H 1.88223 -1.09324 0.32425 -0.148 0.224 -1.130 0.143
H 1.91443 0.59522 0.78180 -0.070 0.567 0.314 0.128
H -1.94453 -0.88076 0.94004 -0.108 0.788 -0.402 0.166
H -1.01285 -1.43670 2.16310 1.059 0.704 -0.732 0.189
```
Forces are in eV/Å.

## Properties
**Gap between HOMO and LUMO**: 9.69 eV
**Net charge**: +1
**Lowest unoccupied orbital energy**: -0.205 hartree
**Highest occupied orbital energy**: -15.3 eV
**Multiplicity**: 1

The following is a DFT calculation (ωB97M-V/def2-TZVPD) of C11H17Cl3FNNiO7Si2 as an isolated structure in a non-equilibrium geometry.

```
43
Properties=species:S:1:pos:R:3:forces:R:3:mulliken_spin:R:1
C -0.34110 4.09738 -1.31854 0.247 -0.128 -0.178 0.011
C 0.55121 3.58886 -0.25865 -0.285 -0.067 0.130 0.230
Cl 2.04543 4.27085 -0.09359 0.347 0.123 0.046 0.138
C 0.11726 2.56694 0.62213 -0.081 0.069 -0.222 0.350
Cl 1.11611 2.07732 1.84493 0.304 -0.090 0.306 0.185
Si -1.60905 1.70318 0.62313 -0.680 -0.448 0.325 0.021
Cl -2.72880 2.88250 1.80581 0.056 0.262 0.002 0.014
C -2.38044 1.35394 -1.02519 -0.043 0.613 -0.109 0.004
C -3.34375 2.43899 -1.56756 -0.195 -0.123 -0.091 -0.001
C -4.54584 1.72930 -2.17488 0.054 0.115 -0.189 0.000
O -5.25912 1.04302 -1.51843 -0.043 -0.387 0.100 0.000
O -4.68173 1.84302 -3.52218 -0.411 0.189 0.184 0.000
O -1.38920 0.29678 1.46611 0.655 0.348 -0.840 0.003
Si -0.72238 -1.06534 0.87264 -0.131 -0.724 0.763 0.006
F 0.13697 -0.74975 -0.41682 -0.001 0.173 -0.320 0.000
C 0.32020 -1.96279 2.13650 0.132 0.553 -0.253 -0.001
O 1.62328 -1.33765 2.21691 -0.138 -0.043 -0.173 -0.003
C 2.62606 -2.23732 2.52948 0.159 0.195 0.384 0.001
O 2.97797 -3.05995 1.42098 0.164 -0.417 0.270 0.004
C 3.76795 -2.43852 0.42737 -0.639 -0.129 0.026 0.029
C 3.29268 -2.80711 -0.96252 0.418 -0.107 -0.287 0.001
O 4.46885 -3.03185 -1.72922 -0.204 -0.080 0.107 0.000
O -1.97284 -2.07948 0.39786 0.005 0.220 0.329 0.000
C -2.69488 -2.42373 1.43761 0.401 -0.030 -0.880 0.000
N -3.26445 -2.73652 2.38054 -0.357 -0.129 0.520 0.000
H -1.22410 4.53709 -0.85189 -0.186 0.006 -0.063 0.026
H 0.15326 4.82235 -1.95285 0.035 0.208 0.076 0.001
H -0.63690 3.26281 -1.95482 -0.232 -0.071 0.038 0.014
H -2.98474 0.45872 -0.86509 0.064 -0.179 0.176 0.000
H -1.64289 1.11600 -1.78983 0.152 -0.212 -0.002 0.000
H -3.73560 3.06707 -0.77223 0.009 0.117 0.101 -0.001
H -2.87673 3.06026 -2.32365 0.180 0.127 0.024 0.001
H -4.70825 2.77870 -3.76587 0.253 -0.084 -0.242 0.000
H -0.19394 -1.87968 3.09294 0.063 -0.207 0.247 0.000
H 0.43945 -3.00844 1.86393 -0.223 -0.179 -0.042 0.000
H 3.48891 -1.65925 2.86347 0.039 0.123 -0.105 0.000
H 2.33137 -2.91599 3.32667 -0.133 -0.179 -0.021 0.000
H 3.80739 -1.36090 0.55952 0.246 0.082 0.150 0.002
H 4.80652 -2.82446 0.50508 0.735 0.285 -0.163 -0.012
H 2.70732 -1.98484 -1.37126 -0.177 -0.002 -0.068 0.000
H 2.68860 -3.71129 -0.91466 -0.195 -0.044 0.099 0.000
H 4.20474 -3.34639 -2.60188 0.164 0.061 -0.043 0.000
Ni 5.26521 -4.37382 1.35798 -0.526 0.191 -0.110 0.975
```
Forces are in eV/Å.

## Properties
**Gap between HOMO and LUMO (spin up / spin down)**: 7.09 / 5.05 eV
**Net charge**: +2
**Lowest unoccupied orbital energy (spin up / spin down)**: -0.290 / -0.365 hartree
**⟨S²⟩**: 2.005
**Highest occupied orbital energy (spin up / spin down)**: -15.0 / -15.0 eV
**Multiplicity**: 3

The following is a DFT calculation (ωB97M-V/def2-TZVPD) of C3H8BrO3SZn as an isolated structure in a non-equilibrium geometry.

```
17
Properties=species:S:1:pos:R:3:forces:R:3:mulliken_spin:R:1
Zn 0.21024 -5.84374 0.68468 -0.483 2.424 -0.029 0.000
Br -0.23871 -3.35652 0.63306 0.403 -2.680 0.059 0.000
O -0.36432 -0.80781 -2.62448 2.082 4.428 2.319 0.057
S 0.24436 0.31376 -1.81671 -0.869 -4.671 -1.078 -0.090
O 0.59342 1.69742 -2.26762 -1.198 -1.634 0.494 0.539
O -0.85001 0.52307 -0.57304 0.100 2.462 -1.397 0.377
C -0.60824 1.57683 0.42192 0.988 -1.934 2.303 0.027
C -1.40526 1.04433 1.67334 -0.043 0.729 -0.709 0.048
C 1.62805 -0.40144 -0.88164 0.680 0.739 -0.266 0.019
H -0.74124 2.62827 0.16722 -0.829 -0.351 -0.641 0.011
H 0.43808 1.44920 0.69948 0.202 0.273 -0.181 -0.001
H -2.42718 1.42235 1.64349 0.089 -0.191 0.177 -0.002
H -0.86765 1.39025 2.55619 -0.114 0.324 -0.012 0.010
H -1.39061 -0.04273 1.75193 -0.065 0.010 -0.322 0.003
H 2.18917 -1.05317 -1.55133 -0.280 -0.072 -0.054 -0.001
H 1.27995 -0.91369 0.01532 -0.522 -0.154 -0.392 0.004
H 2.30995 0.37363 -0.53181 -0.142 0.298 -0.272 -0.001
```
Forces are in eV/Å.

## Properties
**Gap between HOMO and LUMO (spin up / spin down)**: 6.85 / 5.60 eV
**Net charge**: +2
**Lowest unoccupied orbital energy (spin up / spin down)**: -0.431 / -0.476 hartree
**⟨S²⟩**: 0.769
**Highest occupied orbital energy (spin up / spin down)**: -18.6 / -18.6 eV
**Multiplicity**: 2